Entry 1:
One molecule with the formula C18H28N6O2 at a distorted geometry. Source: OMol25; level of theory: ωB97M-V/def2-TZVPD.

Last column: natural (NBO) charge in e.
Positions of all 54 atoms, in Å:
1 C 1.42 -2.70 -5.01  -0.25
2 O 1.58 -1.47 -4.34  -0.55
3 C 0.76 -0.42 -4.81  -0.06
4 C -0.70 -0.51 -4.33  -0.44
5 C -0.84 -0.11 -2.86  -0.22
6 N 0.09 -0.84 -2.03  -0.61
7 C 0.75 -0.28 -1.01  0.69
8 O 0.56 0.87 -0.65  -0.66
9 C 1.74 -1.20 -0.31  -0.50
10 C 1.23 -2.64 -0.11  -0.45
11 C -0.23 -2.65 0.13  0.31
12 N -1.13 -3.32 -0.55  -0.28
13 N -2.35 -2.99 -0.12  -0.28
14 C -2.20 -2.09 0.84  0.23
15 C -3.11 -1.35 1.63  -0.15
16 C -2.59 -0.43 2.48  -0.26
17 C -1.17 -0.25 2.59  0.39
18 N -0.63 0.61 3.49  -0.41
19 C -1.27 1.87 3.82  -0.20
20 C -0.87 2.94 2.80  -0.41
21 C 0.65 3.13 2.78  -0.21
22 C 1.05 4.13 1.71  -0.60
23 C 1.30 1.77 2.52  -0.43
24 C 0.82 0.74 3.53  -0.22
25 N -0.33 -0.98 1.89  -0.32
26 N -0.86 -1.85 1.04  -0.16
27 H 1.56 -2.58 -6.09  0.17
28 H 2.19 -3.36 -4.62  0.19
29 H 0.44 -3.15 -4.82  0.17
30 H 0.78 -0.41 -5.91  0.17
31 H 1.22 0.49 -4.44  0.19
32 H -1.07 -1.52 -4.47  0.20
33 H -1.31 0.16 -4.94  0.22
34 H -0.64 0.95 -2.72  0.22
35 H -1.87 -0.31 -2.53  0.20
36 H 0.29 -1.79 -2.30  0.41
37 H 1.95 -0.74 0.66  0.24
38 H 2.66 -1.20 -0.89  0.24
39 H 1.43 -3.25 -0.99  0.23
40 H 1.76 -3.09 0.74  0.24
41 H -4.17 -1.53 1.53  0.24
42 H -3.25 0.15 3.11  0.22
43 H -2.35 1.76 3.85  0.20
44 H -0.93 2.16 4.82  0.20
45 H -1.36 3.89 3.06  0.21
46 H -1.21 2.64 1.81  0.21
47 H 0.97 3.50 3.76  0.19
48 H 0.79 3.75 0.72  0.22
49 H 2.13 4.30 1.73  0.21
50 H 0.56 5.09 1.86  0.20
51 H 2.39 1.86 2.58  0.21
52 H 1.04 1.44 1.51  0.25
53 H 1.25 -0.24 3.33  0.23
54 H 1.09 1.05 4.55  0.19

Kohn-Sham gap = 8.7 eV
HOMO level = -8.23 eV
LUMO = 0.016 Ha
E = -1181.6978 a.u.
SMILES string = COCCCNC(=O)CCc1nnc2ccc(N3CCC(C)CC3)nn12
energy above the lowest of the compared OMol25 structures with the same formula, charge and spin = 21.03 kJ/mol


Entry 2:
An isolated ion of composition CH6NOSi and charge -1 at a distorted geometry. Source: OMol25; level of theory: ωB97M-V/def2-TZVPD.

Last column: natural (NBO) charge in e.
Positions of all 10 atoms, in Å:
1 C 0.19 1.46 0.26  -1.10
2 Si 0.39 -0.15 -0.67  1.48
3 O -0.42 -1.00 0.45  -0.91
4 N -0.68 -2.54 0.52  -0.81
5 H 0.82 1.85 0.97  0.21
6 H 0.05 2.23 -0.44  0.20
7 H -0.86 1.33 0.61  0.25
8 H -0.22 0.24 -1.91  -0.31
9 H 1.58 -0.77 -1.32  -0.25
10 H -0.87 -2.64 1.53  0.25

Kohn-Sham gap = 5.5 eV
net charge = -1
HOMO level = -1.34 eV
LUMO = 0.152 Ha
E = -461.0971 a.u.
SMILES string = C[SiH2]O[NH-]
energy above the lowest of the compared OMol25 structures with the same formula, charge and spin = 320.27 kJ/mol


Entry 3:
A 9-piece molecular cluster, C48H114O27S2 overall at a distorted geometry. Source: OMol25; level of theory: ωB97M-V/def2-TZVPD.

Last column: Mulliken charge in e.
Positions of all 191 atoms, in Å:
1 C -1.89 6.46 -1.84  -1.54
2 C -1.11 5.63 -0.83  0.47
3 O -0.55 6.57 0.12  -0.42
4 S -0.12 5.93 1.54  1.45
5 C 0.23 7.40 2.48  -0.95
6 O -1.33 5.32 2.00  -0.72
7 O 1.09 5.20 1.32  -0.70
8 H -2.23 5.93 -2.73  0.20
9 H -1.23 7.26 -2.19  0.41
10 H -2.76 6.94 -1.38  0.40
11 H -1.70 4.82 -0.42  0.34
12 H -0.30 5.16 -1.41  -0.14
13 H 0.81 7.06 3.34  0.30
14 H -0.74 7.70 2.85  0.36
15 H 0.78 8.06 1.83  0.45
16 C 1.87 -5.91 -6.92  -1.15
17 C 2.85 -4.97 -6.23  -0.35
18 O 2.78 -5.02 -4.78  -0.12
19 S 1.70 -4.05 -4.11  1.13
20 C 2.67 -2.59 -3.82  -0.29
21 O 0.71 -3.77 -5.10  -0.59
22 O 1.40 -4.58 -2.82  -0.52
23 H 2.32 -6.37 -7.80  0.40
24 H 0.92 -5.43 -7.16  0.25
25 H 1.59 -6.68 -6.20  0.30
26 H 3.83 -5.46 -6.41  0.28
27 H 3.10 -3.97 -6.57  0.41
28 H 2.83 -2.09 -4.77  0.44
29 H 3.62 -2.85 -3.36  0.33
30 H 2.13 -1.91 -3.17  -0.44
31 C -5.37 -2.50 -5.38  -0.79
32 O -3.99 -2.47 -5.18  -0.36
33 C -3.32 -1.36 -5.83  -0.47
34 C -3.77 -0.04 -5.27  -0.01
35 O -3.21 1.04 -6.02  -0.22
36 C -3.48 2.28 -5.41  0.27
37 C -2.73 3.38 -6.10  -0.43
38 O -3.24 3.83 -7.31  -0.50
39 C -3.12 2.88 -8.32  -0.52
40 H -5.67 -2.34 -6.43  0.36
41 H -6.02 -1.82 -4.81  0.28
42 H -5.63 -3.52 -5.11  0.27
43 H -3.61 -1.49 -6.88  0.34
44 H -2.25 -1.55 -5.76  0.12
45 H -3.47 0.03 -4.19  -0.02
46 H -4.86 0.03 -5.13  0.41
47 H -3.05 2.28 -4.40  -0.23
48 H -4.56 2.43 -5.39  0.42
49 H -1.76 2.93 -6.37  0.16
50 H -2.55 4.24 -5.47  0.24
51 H -3.60 3.23 -9.23  0.34
52 H -3.53 1.92 -8.02  0.16
53 H -2.06 2.74 -8.60  0.21
54 C -2.55 2.16 -1.57  -0.14
55 O -1.60 1.56 -2.42  0.13
56 C -1.34 0.20 -2.11  -0.45
57 C -0.14 0.00 -1.21  -0.50
58 O -0.45 0.21 0.18  -0.24
59 C -0.84 -0.91 0.90  -0.35
60 C -2.13 -0.73 1.67  -0.97
61 O -1.98 0.06 2.79  -0.24
62 C -1.84 1.44 2.51  -0.56
63 H -2.40 3.25 -1.50  -0.12
64 H -2.59 1.75 -0.57  -0.16
65 H -3.54 2.13 -2.06  0.33
66 H -0.99 -0.21 -3.08  0.10
67 H -2.23 -0.38 -1.83  0.52
68 H 0.65 0.73 -1.43  0.01
69 H 0.30 -1.00 -1.40  0.24
70 H -0.03 -1.29 1.54  0.29
71 H -0.98 -1.81 0.28  0.52
72 H -2.43 -1.73 1.98  0.36
73 H -2.83 -0.24 0.99  0.36
74 H -0.80 1.64 2.23  0.07
75 H -2.00 1.98 3.45  0.28
76 H -2.45 1.82 1.69  0.30
77 C 2.19 10.64 3.73  -0.87
78 O 1.77 9.35 4.00  -0.16
79 C 1.47 9.15 5.38  -0.69
80 C 0.45 8.14 5.74  -0.60
81 O 1.04 6.83 5.63  -0.25
82 C 0.23 5.77 6.09  -1.01
83 C 0.24 4.60 5.14  0.99
84 O 1.56 4.12 5.12  -0.39
85 C 1.93 3.31 4.02  -0.04
86 H 3.10 10.87 4.28  0.31
87 H 1.39 11.36 3.95  0.39
88 H 2.33 10.74 2.65  0.24
89 H 1.16 10.11 5.81  0.44
90 H 2.39 8.80 5.87  0.28
91 H -0.56 8.22 5.33  0.35
92 H 0.33 8.20 6.83  0.53
93 H -0.81 6.12 6.25  0.41
94 H 0.51 5.41 7.09  0.33
95 H -0.09 4.87 4.14  -0.39
96 H -0.44 3.82 5.53  0.00
97 H 2.52 2.49 4.42  0.33
98 H 2.42 3.90 3.23  0.19
99 H 1.06 2.88 3.50  -0.22
100 C 0.14 0.53 -5.81  -0.26
101 O 1.33 -0.03 -5.37  -0.44
102 C 1.97 0.71 -4.31  1.02
103 C 2.67 1.88 -4.97  -1.54
104 O 1.90 2.97 -5.25  -0.55
105 C 1.10 3.38 -4.21  0.36
106 C 1.80 3.66 -2.92  -0.18
107 O 2.27 4.98 -2.97  -0.44
108 C 2.71 5.53 -1.78  -0.48
109 H 0.21 1.54 -6.21  0.24
110 H -0.72 0.48 -5.13  -0.24
111 H -0.08 -0.18 -6.62  0.42
112 H 2.63 0.07 -3.73  0.67
113 H 1.15 1.01 -3.65  -0.74
114 H 3.32 1.53 -5.77  0.50
115 H 3.48 2.17 -4.26  0.44
116 H 0.31 2.65 -3.99  -0.46
117 H 0.59 4.28 -4.55  0.46
118 H 2.70 3.04 -2.81  0.31
119 H 1.20 3.48 -2.01  0.30
120 H 3.69 5.29 -1.34  0.31
121 H 2.06 5.27 -0.93  0.00
122 H 2.60 6.62 -1.82  0.32
123 C 4.87 -7.82 2.74  -0.89
124 O 3.77 -7.65 1.90  -0.31
125 C 2.66 -7.21 2.60  -0.23
126 C 1.46 -7.66 1.82  -0.39
127 O 0.24 -7.25 2.42  -0.44
128 C 0.06 -5.86 2.54  -0.60
129 C -0.16 -5.14 1.22  1.41
130 O -1.14 -5.77 0.38  -0.39
131 C -2.45 -5.79 0.91  -0.78
132 H 4.64 -8.61 3.46  0.40
133 H 5.16 -6.89 3.22  0.35
134 H 5.71 -8.19 2.15  0.26
135 H 2.67 -6.13 2.78  0.07
136 H 2.63 -7.69 3.59  0.41
137 H 1.34 -8.74 1.79  0.33
138 H 1.51 -7.24 0.81  0.24
139 H 0.80 -5.40 3.19  0.44
140 H -0.88 -5.79 3.10  0.35
141 H 0.70 -5.39 0.56  -0.30
142 H -0.19 -4.05 1.27  -0.75
143 H -3.18 -5.51 0.17  0.30
144 H -2.56 -5.11 1.77  0.25
145 H -2.64 -6.76 1.38  0.30
146 C 5.23 -5.93 -3.34  0.01
147 O 6.57 -6.34 -3.02  -0.45
148 C 6.89 -6.28 -1.65  -0.46
149 C 6.79 -4.92 -0.98  -0.62
150 O 5.51 -4.31 -0.96  -0.47
151 C 4.57 -4.85 -0.03  -0.52
152 C 3.47 -3.85 0.20  0.92
153 O 3.87 -2.76 0.95  -0.54
154 C 2.80 -1.95 1.36  -0.21
155 H 5.22 -5.89 -4.43  0.11
156 H 4.88 -4.96 -3.01  -0.14
157 H 4.55 -6.69 -2.94  0.27
158 H 7.93 -6.62 -1.53  0.39
159 H 6.38 -7.08 -1.08  0.26
160 H 7.49 -4.27 -1.53  0.34
161 H 7.31 -4.90 0.00  0.46
162 H 4.98 -5.27 0.90  0.33
163 H 4.09 -5.72 -0.52  0.30
164 H 2.69 -4.41 0.76  -0.43
165 H 3.00 -3.58 -0.75  -0.02
166 H 1.90 -2.58 1.50  -0.13
167 H 2.57 -1.17 0.61  0.25
168 H 2.95 -1.42 2.30  0.34
169 C -2.64 1.49 6.74  -0.88
170 O -3.38 0.30 6.78  -0.23
171 C -3.40 -0.36 5.54  -0.47
172 C -4.49 -1.44 5.48  -0.52
173 O -4.40 -2.26 6.61  -0.31
174 C -5.62 -2.87 6.98  -0.59
175 C -6.50 -1.98 7.84  -0.45
176 O -6.07 -1.84 9.17  -0.40
177 C -5.10 -0.85 9.38  -0.51
178 H -2.47 1.83 7.76  0.35
179 H -3.18 2.34 6.29  0.33
180 H -1.67 1.31 6.27  0.32
181 H -2.42 -0.75 5.25  0.31
182 H -3.68 0.39 4.78  0.27
183 H -4.31 -2.01 4.57  0.38
184 H -5.41 -0.84 5.40  0.28
185 H -5.38 -3.72 7.61  0.31
186 H -6.22 -3.22 6.13  0.38
187 H -7.47 -2.50 7.92  0.35
188 H -6.76 -1.01 7.38  0.33
189 H -4.80 -0.86 10.42  0.31
190 H -5.54 0.12 9.14  0.24
191 H -4.19 -1.03 8.79  0.19

Kohn-Sham gap = 9.5 eV
HOMO level = -9.10 eV
LUMO = 0.014 Ha
E = -4724.5503 a.u.
SMILES string = CCOS(C)(=O)=O.CCOS(C)(=O)=O.COCCOCCOC.COCCOCCOC.COCCOCCOC.COCCOCCOC.COCCOCCOC.COCCOCCOC.COCCOCCOC
energy above the lowest of the compared OMol25 structures with the same formula, charge and spin = 202.77 kJ/mol